# 1
{
  "formula": "C18H42IN3O7P",
  "method": "the ωB97M-V functional and the def2-TZVPD basis",
  "e_above_lowest_kj_mol": 542.11,
  "e_homo_ev": -4.91,
  "charge": -1,
  "energy_ev": -55536.302,
  "symbols": ["C", "C", "C", "C", "C", "C", "C", "C", "C", "I", "N", "P", "O", "O", "O", "C", "O", "O", "H", "H", "H", "H", "H", "H", "H", "H", "H", "H", "H", "H", "H", "H", "H", "H", "H", "H", "H", "H", "C", "C", "C", "O", "C", "N", "H", "H", "H", "H", "H", "H", "H", "H", "H", "H", "H", "C", "C", "C", "O", "C", "N", "H", "H", "H", "H", "H", "H", "H", "H", "H", "H", "H"],
  "xyz": [[-5.01217, -4.45840, -1.71545], [-4.19019, -5.40047, -2.78398], [-3.10319, -4.55324, -3.71660], [-1.59404, -5.27349, -3.68714], [-0.97127, -4.93705, -2.20679], [0.65761, -4.73012, -2.17411], [1.07468, -4.38697, -0.59775], [0.73673, -2.81678, -0.27270], [-0.22605, -2.56341, 1.02907], [-1.95022, -3.90126, 1.19079], [-0.55485, -1.08277, 1.07021], [-2.00360, -0.66825, 0.11797], [-2.13066, -1.41002, -1.27196], [-1.84992, 1.05920, -0.26624], [-3.51451, -0.77599, 1.04566], [0.71341, -2.84658, 2.38384], [0.13091, -2.46218, 3.55252], [2.05915, -3.44150, 2.35101], [-4.70243, -4.72925, -0.60225], [-4.83468, -3.30797, -1.84562], [-6.18721, -4.63531, -1.79369], [-4.97529, -5.91052, -3.51346], [-3.63891, -6.23627, -2.13979], [-3.50334, -4.46296, -4.81446], [-3.08344, -3.45832, -3.26535], [-0.94506, -4.90269, -4.58771], [-1.80649, -6.44491, -3.73029], [-1.27530, -5.72156, -1.36597], [-1.44396, -3.89573, -1.87724], [0.91397, -3.77317, -2.83902], [1.18650, -5.69565, -2.57740], [2.26188, -4.51145, -0.56933], [0.65612, -5.16067, 0.17369], [0.30972, -2.33406, -1.24938], [1.78188, -2.27540, -0.07413], [0.25827, -0.60673, 0.57489], [-2.77512, 1.44411, -0.30596], [-4.09903, -1.41075, 0.51201], [1.29881, 5.49831, -1.38095], [-0.15329, 5.94414, -1.53617], [-0.93736, 5.95859, -0.20351], [-1.35704, 4.66524, 0.24317], [-0.36916, 3.94546, 0.96531], [-0.80939, 5.09396, -2.54000], [1.39407, 4.42304, -1.21197], [1.86673, 5.72932, -2.28996], [1.78146, 6.01991, -0.54852], [-0.13456, 6.97257, -1.91653], [-1.86232, 6.52630, -0.36412], [-0.38490, 6.48346, 0.58505], [0.25155, 4.60106, 1.58205], [0.25046, 3.36734, 0.27742], [-0.88049, 3.23612, 1.62242], [-1.75237, 5.45028, -2.70160], [-0.96936, 4.18043, -2.10604], [3.56792, 3.80312, 4.29525], [3.79841, 3.68807, 2.79023], [2.93308, 2.59723, 2.11776], [3.41256, 1.26357, 2.31741], [3.00392, 0.67081, 3.54099], [5.23090, 3.47110, 2.54150], [4.01634, 2.97872, 4.85482], [4.01440, 4.72824, 4.67869], [2.49845, 3.83213, 4.52626], [3.51489, 4.65048, 2.34743], [2.96889, 2.76106, 1.03354], [1.87912, 2.68064, 2.40885], [1.99500, 0.97612, 3.83142], [3.71866, 0.91067, 4.33026], [3.01136, -0.41507, 3.40968], [5.39093, 3.48063, 1.53324], [5.44240, 2.50554, 2.80873]],
  "forces_ev_per_angstrom": [[-0.6, -0.1, 0.6], [-0.1, 0.1, -0.1], [-0.1, -0.1, 0.3], [-1.6, -0.1, 1.1], [0.4, 0.9, 0.0], [-1.2, 0.2, 0.8], [1.7, 0.0, -1.2], [0.4, -0.5, -0.4], [3.4, 0.0, -0.2], [0.7, 0.6, 0.1], [-1.7, 0.5, -1.8], [-1.0, -0.3, -3.8], [0.0, 2.1, 4.6], [-1.5, -2.7, 1.6], [2.4, -0.5, -2.6], [2.7, -0.7, 5.7], [2.6, -1.8, -6.1], [-7.2, 3.2, -1.0], [-0.6, 0.6, -2.4], [-0.1, -2.2, 0.1], [2.5, 0.3, 0.1], [1.7, 0.9, 1.6], [-1.1, 1.7, -1.6], [0.7, -0.3, 2.0], [0.3, -2.2, -1.0], [-1.1, -0.8, 1.8], [0.7, 2.4, -0.3], [0.6, 1.5, -2.0], [1.0, -2.2, -0.6], [-0.4, -2.2, 1.3], [-0.8, 1.9, 0.8], [-2.6, 0.3, 0.2], [0.6, 1.6, -1.5], [0.3, -0.9, 2.0], [-2.4, -1.1, 0.0], [-1.3, -0.5, 0.8], [1.5, -0.8, 0.2], [1.4, 1.1, 0.9], [0.3, 0.1, -0.1], [0.0, -0.4, 0.2], [-0.4, -0.2, -0.2], [0.3, 0.7, 0.1], [-0.3, -0.4, -0.1], [-0.3, 0.1, 0.2], [-0.1, 0.1, 0.0], [-0.2, -0.1, 0.1], [0.0, -0.1, 0.0], [-0.1, -0.1, 0.1], [0.0, -0.2, 0.0], [0.1, -0.1, 0.0], [0.0, 0.1, -0.1], [0.2, 0.0, 0.1], [0.0, 0.1, -0.1], [0.2, 0.0, -0.1], [0.1, 0.2, -0.2], [0.0, 0.3, 0.2], [0.0, -0.4, 0.2], [0.4, -0.3, -0.2], [-0.5, 0.8, -0.1], [0.2, -0.5, 0.0], [-0.1, -0.2, -0.3], [-0.1, 0.0, -0.2], [0.0, -0.2, -0.1], [0.1, -0.1, 0.0], [0.0, -0.1, -0.1], [0.1, -0.1, 0.1], [0.0, 0.0, 0.2], [0.0, 0.0, 0.0], [-0.1, 0.1, 0.2], [-0.1, 0.1, -0.1], [0.0, 0.1, 0.2], [-0.1, 0.3, 0.0]],
  "lowdin_charge": [-0.16, -0.25, -0.22, -0.21, -0.27, -0.22, -0.22, -0.22, -0.74, 0.95, -0.12, 0.67, -0.42, -0.24, -0.27, -0.48, -0.20, -0.25, 0.05, 0.07, 0.07, 0.10, 0.11, 0.10, 0.10, 0.10, 0.11, 0.09, 0.07, 0.12, 0.10, 0.11, 0.09, 0.10, 0.13, 0.11, 0.08, 0.07, -0.07, -0.43, -0.20, -0.20, -0.12, 0.04, 0.06, 0.08, 0.08, 0.13, 0.12, 0.12, 0.08, 0.07, 0.09, 0.07, 0.07, -0.08, -0.43, -0.20, -0.19, -0.09, 0.03, 0.06, 0.07, 0.08, 0.13, 0.12, 0.10, 0.09, 0.07, 0.09, 0.07, 0.07]
}

# 2
{
  "formula": "C18H42BOP2",
  "method": "the ωB97M-V functional and the def2-TZVPD basis",
  "e_homo_ev": -10.27,
  "charge": 1,
  "energy_ev": -40640.020,
  "symbols": ["C", "C", "B", "P", "O", "H", "H", "H", "H", "H", "H", "C", "C", "C", "C", "P", "C", "C", "C", "C", "C", "C", "C", "C", "C", "C", "C", "C", "H", "H", "H", "H", "H", "H", "H", "H", "H", "H", "H", "H", "H", "H", "H", "H", "H", "H", "H", "H", "H", "H", "H", "H", "H", "H", "H", "H", "H", "H", "H", "H", "H", "H", "H", "H"],
  "xyz": [[3.10240, -4.20410, 0.24539], [4.26983, -4.90347, 0.16968], [5.55981, -4.19674, 0.62931], [5.89187, -4.40226, 2.52142], [5.38424, -3.13101, 3.11717], [2.87788, -3.32894, -0.35572], [2.36693, -4.51262, 0.98450], [4.34071, -5.94648, -0.14590], [6.27338, -3.53297, -0.04942], [5.21295, -5.55387, 2.98056], [7.27568, -4.56318, 2.75669], [-4.07377, -1.91891, -0.60396], [-3.88089, -0.74819, 0.35740], [-3.81360, 0.60229, -0.35649], [-2.49185, 0.90558, -1.07921], [-1.09016, 1.44244, -0.09145], [-1.68940, 2.77917, 0.97545], [-2.45354, 3.97079, 0.37808], [-1.65970, 5.01344, -0.41686], [-0.40102, 5.52943, 0.27346], [0.14489, 2.18144, -1.16354], [0.89057, 1.38327, -2.24518], [1.93692, 0.37072, -1.77678], [2.89536, 0.87588, -0.70309], [-0.45811, 0.28872, 1.13471], [0.24048, -1.05462, 0.86475], [-0.35987, -1.99118, -0.19848], [-1.02640, -3.22579, 0.40651], [-3.28409, -1.96237, -1.35764], [-4.07020, -2.86316, -0.06144], [-5.02872, -1.83466, -1.12378], [-2.99252, -0.91342, 0.97231], [-4.72787, -0.73173, 1.04572], [-4.02033, 1.39568, 0.36587], [-4.61933, 0.64917, -1.09099], [-2.68000, 1.74332, -1.76139], [-2.21074, 0.07983, -1.73651], [-0.84910, 3.12364, 1.58329], [-2.36408, 2.29111, 1.68601], [-2.92852, 4.48810, 1.21441], [-3.26992, 3.60509, -0.25050], [-2.32235, 5.86055, -0.60237], [-1.41202, 4.63186, -1.41009], [-0.65186, 6.10940, 1.16252], [0.15686, 6.17869, -0.40047], [0.27547, 4.72684, 0.57263], [0.84965, 2.74227, -0.54632], [-0.41470, 2.93682, -1.72108], [1.39547, 2.11501, -2.87968], [0.16605, 0.87452, -2.88679], [2.51553, 0.04777, -2.64400], [1.42594, -0.52791, -1.42837], [3.56153, 1.64373, -1.09906], [3.51239, 0.05649, -0.33410], [2.37437, 1.29250, 0.16221], [-1.28316, 0.11120, 1.83162], [0.24974, 0.89007, 1.71869], [0.29437, -1.58351, 1.81805], [1.28336, -0.85460, 0.62017], [0.44000, -2.34836, -0.85018], [-1.06288, -1.46594, -0.84807], [-0.28081, -3.87232, 0.86981], [-1.53000, -3.80689, -0.36601], [-1.76312, -2.95760, 1.16649]],
  "forces_ev_per_angstrom": [[-0.1, -0.2, 0.2], [0.9, 0.4, -0.9], [-0.1, -0.1, -1.7], [0.1, 0.6, 0.0], [-0.3, 0.1, 0.0], [0.8, 1.1, 1.2], [-1.0, -0.9, -1.2], [-0.5, -0.7, 2.1], [0.0, 0.5, 0.4], [0.4, -0.1, 0.0], [-0.1, -0.5, 0.0], [0.1, 0.1, 0.1], [-0.1, -0.2, -0.2], [0.1, 0.0, 0.5], [-0.4, -0.1, -0.6], [-0.1, 0.4, 0.3], [-0.2, 0.2, 0.3], [0.0, 0.1, -0.3], [0.1, -0.1, 0.0], [-0.1, 0.0, -0.1], [0.4, 0.1, -0.7], [0.2, -0.3, 0.0], [-0.1, -0.1, 0.2], [0.0, -0.1, -0.1], [0.3, -0.6, 0.7], [0.4, 0.0, -0.5], [0.0, -0.3, 0.2], [-0.1, 0.1, -0.1], [0.0, 0.0, 0.0], [0.0, 0.0, -0.1], [0.0, 0.0, 0.0], [0.0, 0.0, 0.0], [0.0, 0.1, 0.0], [0.0, 0.1, -0.1], [0.1, 0.0, -0.1], [0.2, 0.1, 0.0], [0.1, 0.0, 0.1], [0.1, -0.1, -0.1], [0.1, -0.1, 0.0], [0.0, -0.1, 0.1], [0.0, 0.0, 0.1], [-0.1, 0.0, 0.0], [0.0, 0.0, 0.0], [0.0, 0.0, 0.0], [0.0, 0.1, 0.0], [0.0, 0.0, 0.0], [-0.1, -0.1, 0.2], [-0.1, 0.1, 0.2], [-0.1, 0.1, 0.0], [0.0, 0.0, 0.0], [0.0, 0.0, 0.0], [0.0, 0.0, 0.0], [0.0, 0.0, 0.1], [0.1, 0.0, 0.0], [0.0, 0.0, 0.0], [-0.2, 0.2, -0.2], [-0.1, 0.2, -0.1], [-0.1, 0.1, 0.0], [0.0, 0.1, 0.0], [0.0, 0.1, -0.1], [0.0, 0.0, 0.0], [0.0, 0.0, 0.1], [0.0, 0.0, 0.0], [0.0, 0.0, 0.0]],
  "nbo_charge": [-0.39, -0.50, 0.25, 1.25, -1.07, 0.20, 0.20, 0.23, -0.03, -0.07, -0.06, -0.61, -0.40, -0.40, -0.77, 1.62, -0.75, -0.40, -0.40, -0.61, -0.77, -0.39, -0.40, -0.62, -0.76, -0.41, -0.40, -0.61, 0.19, 0.23, 0.22, 0.19, 0.22, 0.21, 0.23, 0.26, 0.26, 0.26, 0.26, 0.23, 0.21, 0.23, 0.19, 0.22, 0.23, 0.18, 0.26, 0.27, 0.23, 0.21, 0.23, 0.19, 0.22, 0.23, 0.18, 0.26, 0.27, 0.23, 0.22, 0.22, 0.18, 0.22, 0.22, 0.20]
}